[1]
DFT (the ωB97M-V functional and the def2-TZVPD basis) results for 13 unconnected molecules or ions with the total composition C35H83F3N8O18 at a distorted geometry.

Output
Kohn-Sham gap (eV): 5.00
HOMO level (eV): -8.61
LUMO level (Ha): -0.133
Charge: 0

Element x y z (Å)
C -0.5719 2.2173 5.5310
C -1.4817 3.1313 4.7040
C -0.5373 3.8817 3.7428
C -1.1788 4.3748 2.4691
C -1.9193 3.2333 1.7313
C -3.0236 2.5742 2.5849
N -2.4141 2.2437 3.9072
O -2.7779 1.3048 4.4539
C -3.4731 1.3070 1.8530
C -4.2249 3.5112 2.7409
C -2.3781 4.0658 5.4998
H 0.3003 2.7565 5.8954
H -0.2761 1.3045 5.0136
H -1.0362 1.8254 6.4408
H 0.3013 3.2269 3.5104
H -0.1692 4.7081 4.3543
H -0.5251 4.7496 1.6808
H -1.8649 5.2003 2.6790
H -1.1986 2.5188 1.3310
H -2.3769 3.7052 0.8618
H -2.6796 0.5618 1.7684
H -3.9475 1.6043 0.9244
H -4.1849 0.7512 2.4730
H -4.0169 4.4830 3.1785
H -4.8805 3.0055 3.4622
H -4.8577 3.6038 1.8632
H -1.8424 4.7829 6.1213
H -3.0826 3.5483 6.1500
H -2.9343 4.6887 4.8007
C -0.5230 -1.8096 -0.6340
O 0.0645 -0.7160 -1.3197
O -0.4811 -2.8586 -1.4891
C 0.0953 -2.0057 0.7671
F -0.3162 -0.9888 1.5784
F -0.2756 -3.1686 1.3065
F 1.4471 -1.9410 0.7418
C -0.1527 0.6026 -0.8477
C 0.4887 1.5094 -1.9128
H 0.4346 2.5504 -1.5939
H 1.5139 1.1483 -1.9810
H -0.0788 1.4093 -2.8368
H 0.3686 0.8727 0.0759
H -1.2106 0.8670 -0.7374
H -1.5837 -1.5665 -0.4301
C 2.5672 -2.5294 -2.9779
C 2.1797 -3.7553 -3.7901
O 0.8404 -4.1459 -3.6248
O 2.6517 -2.8890 -1.5952
H 1.7519 -1.8120 -3.1284
H 3.4918 -2.0762 -3.3331
H 2.8926 -4.5334 -3.4982
H 2.3338 -3.5024 -4.8426
H 0.4647 -3.6578 -2.8611
H 1.7266 -2.9885 -1.2957
C -0.4263 4.8869 -0.0564
C 0.7726 5.2257 0.8258
O 1.3361 6.5122 0.6395
O -0.0907 4.9967 -1.4511
H -1.2768 5.5632 0.0706
H -0.7458 3.8541 0.0807
H 1.5229 4.4292 0.7491
H 0.5199 5.2079 1.8894
H 1.7121 6.5871 -0.2435
H 0.6028 5.6532 -1.5494
C 6.3459 -0.6909 -2.2982
C 5.6471 -1.6151 -1.3151
O 4.6366 -0.7980 -0.6463
O 5.4457 -0.2303 -3.2645
H 7.1226 -1.3494 -2.7089
H 6.9085 0.0678 -1.7467
H 6.3074 -2.1068 -0.5969
H 5.1651 -2.4319 -1.8510
H 3.8093 -1.3006 -0.5882
H 5.1429 0.5755 -2.8121
C -2.5976 -5.9151 -1.4503
C -2.0154 -5.6332 -2.8485
O -2.3253 -4.2768 -3.1935
O -1.7512 -5.3255 -0.4526
H -2.5418 -6.9722 -1.1846
H -3.5995 -5.4811 -1.4003
H -2.3438 -6.4026 -3.5452
H -0.9294 -5.6496 -2.7364
H -1.7439 -3.7322 -2.6311
H -1.4063 -4.4610 -0.7557
O 4.3698 2.2813 -2.7432
C 4.3199 2.7211 -1.5950
N 4.3927 1.8626 -0.5705
C 4.0652 4.1812 -1.3138
H 4.0511 2.0332 0.3583
H 4.5011 0.8785 -0.8037
H 4.2700 4.4017 -0.2601
H 3.1075 4.6127 -1.5935
H 4.8004 4.8418 -1.7805
O 5.3993 -5.8510 1.1119
C 4.8420 -4.8944 0.5929
N 4.4251 -4.8584 -0.6817
C 4.4112 -3.7377 1.5084
H 4.6814 -5.6829 -1.1993
H 3.8942 -4.0466 -1.0091
H 3.3651 -3.8535 1.7856
H 4.7613 -2.7341 1.2632
H 4.9529 -3.9068 2.4434
O -6.4700 -3.2722 -0.7854
C -5.5909 -3.2119 -1.6403
N -5.5642 -4.0475 -2.6878
C -4.4751 -2.1895 -1.5269
H -4.7666 -4.1249 -3.3039
H -6.2951 -4.7239 -2.8148
H -4.7339 -1.2817 -0.9922
H -4.0857 -1.9552 -2.5189
H -3.5952 -2.6020 -1.0248
O -2.4805 -0.1491 -5.8361
C -1.5595 -0.5586 -5.1312
N -1.7697 -0.7316 -3.8102
C -0.1437 -0.8376 -5.5849
H -2.7131 -0.7462 -3.4730
H -1.0605 -1.1204 -3.1993
H 0.1533 -1.7744 -5.1100
H 0.5411 -0.0527 -5.2596
H -0.1096 -0.8793 -6.6695
O -3.0747 -1.9955 3.1253
C -2.4439 -2.2732 4.1391
N -1.2474 -2.9046 4.0379
C -2.9815 -2.0166 5.5196
H -0.9660 -3.1466 3.0997
H -0.5330 -2.8620 4.7414
H -2.2392 -2.3937 6.2278
H -3.9052 -2.5439 5.7450
H -3.1437 -0.9540 5.6889
O -3.3247 2.6344 -1.2377
C -3.7700 2.1026 -2.2571
N -4.8714 1.3257 -2.2139
C -3.2085 2.3777 -3.6113
H -5.2845 1.2904 -1.2961
H -5.1209 0.7593 -3.0027
H -2.2807 1.7985 -3.6634
H -2.9881 3.4400 -3.6811
H -3.8288 2.0391 -4.4368
O 2.7359 2.1595 1.8943
C 3.5309 1.5150 2.5742
N 4.5110 2.1004 3.3017
C 3.5498 0.0017 2.4529
H 5.3325 1.6790 3.6871
H 4.3844 3.1013 3.3435
H 2.7202 -0.4468 3.0060
H 4.4810 -0.4345 2.8232
H 3.4326 -0.4156 1.4528



[2]
DFT (the ωB97M-V functional and the def2-TZVPD basis) results for a molecular structure, C35H84CuN5O20 at a distorted geometry.

Output
Kohn-Sham gap (alpha / beta) (eV): 6.63 / 6.57
2S+1: 2
HOMO level (alpha / beta) (eV): -4.70 / -4.65
LUMO level (alpha / beta) (Ha): 0.071 / 0.070
⟨S²⟩: 0.75
Charge: -1

Element x y z (Å)
Cu 0.7462 0.4004 -2.3046
O 0.6180 2.4259 1.2084
C 0.6372 1.7867 0.0519
O -0.1662 0.9548 -0.3051
O 1.5995 1.8684 -0.7048
H 1.4702 2.8501 1.0842
O 3.3327 -2.8502 -0.8073
C 2.3330 -2.3533 -1.5379
O 1.7272 -3.0705 -2.2852
O 2.0318 -1.1474 -1.4055
H 3.6022 -2.1353 -0.2260
O 0.8069 -0.6829 -6.4562
C 1.0031 -1.1422 -5.2150
O 0.8819 -2.3645 -5.0873
O 1.2757 -0.4294 -4.2468
H 0.5566 -1.5762 -6.7031
C -1.1827 6.3595 -1.3128
C -1.0566 4.8571 -1.1098
O -1.8373 4.2461 -2.1339
H -2.2397 6.5731 -1.1539
H -1.0127 6.7305 -2.3235
H -0.6042 6.9779 -0.6265
H -1.4221 4.5802 -0.1209
H -0.0588 4.4357 -1.2314
H -2.7361 4.5704 -2.0413
C -4.2270 3.5496 -8.7492
O -4.1092 3.5821 -7.3500
C -4.4217 2.3892 -6.5838
C -3.3736 1.2314 -6.8372
N -3.7596 0.1790 -5.9950
C -3.0164 -0.9792 -6.3308
C -3.4519 -2.1452 -5.4185
O -4.8297 -2.4612 -5.6631
C -5.2411 -3.5394 -4.8633
H -3.5025 2.8664 -9.1924
H -4.0592 4.5253 -9.2051
H -5.2160 3.2214 -9.0690
H -5.4536 2.1365 -6.8279
H -4.3762 2.6291 -5.5215
H -2.3576 1.5293 -6.5782
H -3.3457 0.9954 -7.9010
H -4.7104 -0.1180 -6.1621
H -1.9421 -0.8198 -6.2389
H -3.2108 -1.3089 -7.3514
H -3.1804 -1.8649 -4.4007
H -2.8788 -3.0056 -5.7639
H -4.8418 -4.4347 -5.3398
H -6.3182 -3.6806 -4.7739
H -4.8949 -3.4138 -3.8374
C 0.0180 -1.2842 2.3989
O -0.0003 -1.7510 3.7125
C -0.2429 -3.0632 3.9199
C 0.7982 -3.6045 4.9461
N 0.5560 -3.0813 6.3040
C 1.7141 -3.2934 7.1989
C 1.8620 -4.7202 7.8056
O 3.0382 -4.8152 8.5685
C 3.3605 -6.1148 9.1206
H 0.8017 -1.7560 1.8062
H 0.1099 -0.1987 2.3629
H -0.8867 -1.4319 1.8091
H -0.1237 -3.5964 2.9767
H -1.2425 -3.2112 4.3287
H 1.8301 -3.3705 4.6843
H 0.7602 -4.6913 5.0198
H 0.2794 -2.1102 6.2799
H 1.7136 -2.5905 8.0319
H 2.5597 -3.0204 6.5675
H 1.8446 -5.5039 7.0482
H 1.0417 -4.8311 8.5148
H 3.8440 -6.7566 8.3841
H 2.4030 -6.5282 9.4373
H 4.0111 -5.9111 9.9711
C 3.5077 2.5023 -3.4436
O 2.1025 2.1001 -3.4702
C 1.2164 3.1378 -4.0205
C -0.2521 2.6070 -4.2153
N -0.7694 1.8915 -3.0570
C -1.9189 1.1024 -3.4726
C -2.1511 0.0963 -2.3739
O -1.0582 -0.8638 -2.2214
C -1.4320 -1.9615 -1.3920
H 4.1477 1.7889 -2.9244
H 3.5961 3.4773 -2.9645
H 3.8649 2.6700 -4.4597
H 1.5511 3.5325 -4.9799
H 1.2374 3.9612 -3.3067
H -0.3464 2.0168 -5.1268
H -0.8322 3.5061 -4.4230
H -1.1492 2.7069 -2.5976
H -1.7305 0.4664 -4.3375
H -2.7854 1.7228 -3.7016
H -3.0586 -0.4206 -2.6860
H -2.2936 0.5783 -1.4067
H -0.5878 -2.5872 -1.1022
H -2.1891 -2.5057 -1.9565
H -1.9342 -1.7257 -0.4538
C 6.0518 2.5439 0.5182
O 5.7570 1.2165 0.9251
C 4.4150 0.8901 0.5665
C 3.7540 -0.2751 1.2799
N 4.6830 -1.4022 1.1602
C 4.4741 -2.3917 2.2075
C 5.4018 -2.0714 3.4035
O 6.7085 -2.5156 3.1686
C 7.5606 -2.0959 4.2384
H 5.6491 3.0048 -0.3838
H 7.1279 2.6807 0.4109
H 5.7303 3.2081 1.3204
H 4.2767 0.7333 -0.5032
H 3.7581 1.7470 0.7156
H 2.7707 -0.5416 0.8922
H 3.6347 0.0773 2.3044
H 5.6451 -1.0953 1.1773
H 4.6770 -3.4054 1.8621
H 3.4273 -2.2704 2.4863
H 5.0814 -2.6491 4.2705
H 5.3862 -1.0249 3.7080
H 7.2675 -2.6888 5.1049
H 7.3404 -1.0403 4.3974
H 8.6373 -2.1942 4.0996
C -3.1028 1.3381 6.3766
O -3.7419 0.6882 5.2905
C -2.9360 -0.4184 4.7645
C -3.4992 -0.9952 3.4263
N -3.9085 0.0929 2.5891
C -2.8018 0.6637 1.7960
C -3.1863 2.0513 1.4221
O -3.2353 2.8870 2.5551
C -1.9816 3.3957 3.1406
H -2.1687 1.8485 6.1423
H -2.8782 0.6136 7.1595
H -3.7534 2.0800 6.8395
H -3.0644 -1.1850 5.5286
H -1.8655 -0.2212 4.7072
H -4.3001 -1.6739 3.7196
H -2.7413 -1.5978 2.9258
H -4.2153 0.7479 3.2940
H -2.6319 0.0507 0.9108
H -1.9070 0.6397 2.4180
H -4.1474 2.0811 0.9087
H -2.4477 2.4013 0.7009
H -1.2943 2.5748 3.3451
H -2.2948 3.8875 4.0616
H -1.4859 4.1169 2.4908